[1]
C5H6O in the gas phase, computed with ωB97M-V with the def2-TZVPD basis set.

The value obtained for the total energy is -269.21040 hartree. Its SMILES is C#CCCC=O. As for the relative energy (zero: lowest compared OMol25 entry of this formula, charge and spin): 85.2 kcal/mol. The value obtained for the LUMO energy is 0.027 Eh. The spin multiplicity is 1. For the orbital gap, the calculation gives 10.15 eV.

Each line ends with the Löwdin charge.
Cartesian coordinates (Å):
O -2.59 0.01 -0.78  0.050
C -0.61 -0.09 0.59  -0.132
C 2.77 -0.10 -0.19  0.080
C 1.64 0.33 -0.40  -0.218
C 0.25 0.24 -0.66  -0.190
C -2.09 -0.22 0.30  -0.266
H -0.28 0.88 -1.35  0.115
H 3.63 0.28 0.28  0.015
H 0.80 -0.48 -1.42  0.168
H -0.53 0.69 1.38  0.135
H -0.26 -1.00 1.09  0.121
H -2.73 -0.55 1.15  0.123

---

[2]
A molecular structure, C13H27CuN3O2Ta, computed with ωB97M-V with the def2-TZVPD basis set.

The value obtained for the total energy is -2523.03104 hartree. As for the net charge: +2. The value obtained for the LUMO energy (alpha / beta) is -0.383 / -0.383 Eh. The spin multiplicity is 1. For the orbital gap (alpha / beta), the calculation gives 4.73 / 4.74 eV.

Each line ends with the Löwdin charge.
Cartesian coordinates (Å):
Ta 0.39 -0.09 0.27  1.598
Cu 3.30 -0.20 -1.62  0.667
O 4.58 -1.64 0.82  0.152
O 0.60 -0.07 2.26  -0.168
N -0.70 -1.65 -0.43  -0.251
N 2.18 -0.44 -0.18  -0.347
N -0.02 1.70 -0.54  -0.185
C -1.32 -4.00 -1.03  -0.047
C -2.07 -1.38 -0.85  -0.135
C -0.64 0.37 2.11  -0.245
C 0.46 4.04 -1.28  -0.033
C -0.42 3.52 0.96  -0.014
C -1.11 1.69 -1.50  -0.105
C 0.50 3.02 -0.15  -0.653
C -0.22 -3.05 -0.55  -0.657
C 1.92 2.87 0.39  -0.045
C 3.40 -1.55 0.91  0.080
C 0.25 -3.51 0.83  -0.040
C 0.93 -3.10 -1.57  -0.055
C -1.48 0.64 3.29  -0.022
H 0.54 -4.56 0.78  0.104
H 1.79 -2.51 -1.24  0.014
H -0.58 -3.40 1.55  0.101
H -1.45 3.64 0.60  0.105
H -1.09 1.48 3.89  0.122
H -1.13 0.78 -2.11  0.080
H 1.24 -4.15 -1.69  0.107
H 0.58 -2.70 -2.54  0.098
H -1.04 2.54 -2.19  0.090
H 1.94 2.21 1.28  0.077
H 0.93 3.68 -2.20  0.105
H -0.56 4.39 -1.48  0.097
H 1.02 4.92 -0.95  0.108
H -2.15 -1.35 -1.95  0.104
H 1.12 -2.94 1.18  0.043
H -0.42 2.82 1.80  0.062
H 2.24 3.88 0.71  0.109
H 2.63 2.49 -0.37  0.074
H -2.10 1.79 -1.03  0.109
H -0.04 4.49 1.29  0.114
H -2.44 -0.43 -0.42  0.068
H -2.50 0.93 2.97  0.099
H -1.59 -0.24 3.95  0.125
H -2.18 -4.03 -0.34  0.096
H -2.76 -2.16 -0.49  0.091
H -0.87 -5.00 -1.05  0.104
H -1.65 -3.76 -2.06  0.102

---

[3]
A molecular structure, C9H17Cl2IrNO, computed with ωB97M-V with the def2-TZVPD basis set.

The value obtained for the total energy is -1507.67891 hartree. As for the net charge: -1. As for the relative energy (zero: lowest compared OMol25 entry of this formula, charge and spin): 23.0 kcal/mol. The expectation value of S² is 6.0191. The value obtained for the LUMO energy (alpha / beta) is 0.113 / 0.102 Eh. The spin multiplicity is 5. For the orbital gap (alpha / beta), the calculation gives 3.19 / 6.74 eV.

Each line ends with the Löwdin charge.
Cartesian coordinates (Å):
Ir 1.07 0.18 -0.14  0.795
Cl -0.11 -1.80 -0.10  -0.050
Cl 1.80 2.16 0.80  -0.122
O 1.64 -0.75 2.06  -0.237
N -0.22 0.20 2.93  0.166
C 0.90 -0.51 3.05  -0.555
C 1.29 -1.07 4.38  -0.004
C 2.74 -0.55 0.53  -0.415
C -2.25 0.78 -1.21  -0.208
C 0.19 1.11 -1.65  -0.522
C -0.88 1.24 -0.81  -0.310
C -2.27 -0.32 -2.31  -0.233
C -1.18 -0.17 -3.37  -0.217
C 0.20 0.07 -2.79  -0.256
H 3.53 0.09 0.93  -0.052
H -1.19 -1.02 -4.06  0.103
H -2.80 1.64 -1.64  0.108
H 2.92 -1.62 0.38  -0.035
H 0.64 -0.87 -2.44  0.045
H -3.25 -0.29 -2.81  0.096
H 0.88 1.95 -1.80  0.072
H 0.49 -0.94 5.10  0.066
H -2.85 0.46 -0.35  0.101
H 0.88 0.47 -3.55  0.097
H -1.44 0.70 -3.99  0.103
H -0.86 2.01 -0.03  0.061
H -0.80 0.36 3.74  0.101
H -2.20 -1.29 -1.83  0.059
H -0.56 0.47 2.00  0.064
H 1.51 -2.13 4.24  0.090
H 2.20 -0.58 4.73  0.089

---

[4]
C2H4N4 in the gas phase, computed with ωB97M-V with the def2-TZVPD basis set.

The value obtained for the total energy is -297.56488 hartree. Its SMILES is Cn1ncnn1. As for the relative energy (zero: lowest compared OMol25 entry of this formula, charge and spin): 49.8 kcal/mol. The value obtained for the LUMO energy is 0.031 Eh. The spin multiplicity is 1. For the orbital gap, the calculation gives 11.73 eV.

Each line ends with the Löwdin charge.
Cartesian coordinates (Å):
N -0.10 -0.13 -0.05  -0.281
N 1.99 -0.49 -0.02  0.032
N 0.73 -1.12 0.09  0.086
N 0.42 1.06 -0.07  0.106
C 1.73 0.76 -0.08  -0.291
C -1.51 -0.35 -0.05  -0.008
H -2.05 0.49 -0.29  0.062
H 2.54 1.52 0.00  0.118
H -1.88 -0.59 1.01  0.130
H -1.89 -1.14 -0.54  0.045

---

[5]
A gas-phase ion, CH4O3PS (charge -1), computed with ωB97M-V with the def2-TZVPD basis set.

The value obtained for the total energy is -1005.87547 hartree. Its SMILES is C[P@@](=O)([O-])OS. As for the net charge: -1. As for the relative energy (zero: lowest compared OMol25 entry of this formula, charge and spin): 12.3 kcal/mol. The value obtained for the LUMO energy is 0.132 Eh. The spin multiplicity is 1. For the orbital gap, the calculation gives 7.55 eV.

Each line ends with the Löwdin charge.
Cartesian coordinates (Å):
S -1.84 -1.85 0.06  0.537
P -0.38 0.83 0.09  0.278
O -0.63 2.05 -0.70  -0.379
O -1.49 -0.51 -0.85  -0.825
O -0.75 0.70 1.49  -0.379
C 1.28 0.15 -0.30  -0.203
H 1.66 -0.14 -1.35  0.064
H 1.42 -0.63 0.47  0.028
H 1.94 1.05 -0.18  0.036
H -1.21 -1.65 1.28  -0.157

---

[6]
2 unconnected molecules or ions with the total composition CH4N2O3, computed with ωB97M-V with the def2-TZVPD basis set.

The value obtained for the total energy is -375.63765 hartree. Its SMILES is NC=O.O=NO. As for the relative energy (zero: lowest compared OMol25 entry of this formula, charge and spin): 18.6 kcal/mol. The value obtained for the LUMO energy is 0.020 Eh. The spin multiplicity is 1. For the orbital gap, the calculation gives 10.36 eV.

Each line ends with the Löwdin charge.
Cartesian coordinates (Å):
O 1.09 -0.60 1.87  0.000
O 0.43 -2.59 1.27  0.007
O 0.87 0.98 -0.10  -0.080
N 0.67 -1.46 0.91  -0.137
N -1.12 0.44 -0.87  0.125
C 0.02 1.00 -1.04  -0.377
H -1.98 0.55 -1.52  0.167
H -1.15 -0.13 0.01  0.128
H 0.30 1.61 -1.91  0.140
H 0.86 0.20 1.35  0.028

---

[7]
2 unconnected molecules or ions with the total composition C29H24F2NOS, computed with ωB97M-V with the def2-TZVPD basis set.

The value obtained for the total energy is -1847.07044 hartree. As for the net charge: +1. As for the relative energy (zero: lowest compared OMol25 entry of this formula, charge and spin): 0.0 kcal/mol. The value obtained for the LUMO energy is -0.227 Eh. The spin multiplicity is 1. For the orbital gap, the calculation gives 2.70 eV.

Each line ends with the Löwdin charge.
Cartesian coordinates (Å):
S -2.29 -4.83 5.83  1.088
F 3.23 2.52 1.15  0.066
F -2.81 2.58 1.32  0.063
O -0.51 -2.66 4.92  -0.187
N -2.43 -3.38 7.96  -0.098
C -0.31 -0.02 6.50  -0.028
C -4.94 -6.68 8.36  -0.089
C 2.60 -1.55 1.61  0.018
C -0.27 -1.37 6.93  -0.215
C -4.16 -6.47 7.21  -0.082
C 1.17 -0.74 8.78  -0.073
C 0.30 0.96 7.27  -0.084
C 0.20 -1.18 2.07  0.149
C -2.32 -2.27 8.90  -0.004
C 1.71 0.72 1.44  0.092
C -3.99 -4.70 9.40  -0.014
C 1.47 -0.66 1.71  -0.151
C -3.25 -4.47 8.23  -0.230
C -1.80 -3.41 6.74  -0.408
C 1.02 0.60 8.43  -0.082
C -1.33 0.77 1.76  0.078
C -3.32 -5.36 7.15  -0.454
C 0.72 -3.42 4.81  -0.048
C -2.61 1.22 1.46  -0.209
C 0.54 -1.73 8.03  -0.061
C -3.47 -1.01 1.38  -0.025
C -3.70 0.38 1.29  0.061
C -1.08 -0.63 1.81  -0.161
C -4.84 -5.81 9.46  -0.078
C -0.94 -2.44 6.20  -0.315
C 3.02 1.17 1.30  -0.206
C -2.20 -1.51 1.62  0.025
C 3.88 -1.06 1.41  -0.026
C 4.12 0.32 1.29  0.066
H -4.31 -1.69 1.24  0.126
H -2.38 -1.32 8.37  0.109
H -5.41 -6.01 10.37  0.110
H -3.15 -2.35 9.60  0.080
H 1.51 -2.93 5.39  0.099
H -0.87 0.22 5.59  0.108
H -2.04 -2.59 1.69  0.134
H -5.62 -7.52 8.40  0.104
H 0.63 -2.79 8.28  0.129
H -3.91 -4.03 10.26  0.103
H -4.20 -7.15 6.36  0.108
H 0.55 -4.44 5.18  0.083
H -0.56 1.50 2.00  0.112
H 0.97 -3.43 3.75  0.058
H 5.13 0.72 1.20  0.141
H 0.19 -2.18 2.47  0.100
H -4.70 0.78 1.14  0.140
H 1.77 -1.03 9.65  0.111
H 2.43 -2.63 1.72  0.128
H 4.72 -1.75 1.34  0.125
H 0.23 2.00 6.98  0.104
H 0.91 1.44 1.36  0.105
H -1.40 -2.34 9.49  0.095
H 1.49 1.38 9.04  0.107

---

[8]
A molecular structure, C30H31N3O6PRuSe2, computed with ωB97M-V with the def2-TZVPD basis set.

The value obtained for the total energy is -7016.47001 hartree. As for the relative energy (zero: lowest compared OMol25 entry of this formula, charge and spin): 0.0 kcal/mol. The expectation value of S² is 8.7598. The value obtained for the LUMO energy (alpha / beta) is -0.019 / -0.040 Eh. The spin multiplicity is 6. For the orbital gap (alpha / beta), the calculation gives 6.97 / 7.28 eV.

Each line ends with the Löwdin charge.
Cartesian coordinates (Å):
Ru 0.19 -1.49 0.86  1.398
Se 2.36 -3.27 1.72  0.959
Se 2.83 0.03 0.37  0.921
P -0.07 1.75 0.79  1.033
O -2.96 0.26 -5.17  0.076
O -2.32 -4.78 1.62  0.052
O -0.59 -1.04 -1.15  -0.144
O 1.13 -2.40 -1.27  -0.095
O -2.44 -0.57 -7.08  0.080
O -0.64 -3.39 1.09  -0.240
N -2.29 -0.45 -5.89  -0.352
N -2.30 -1.31 1.19  0.001
N -2.79 -2.62 1.16  -0.001
C -4.10 1.97 1.65  -0.082
C -4.67 1.81 0.40  -0.084
C 1.72 3.83 1.01  -0.113
C 3.08 0.05 -1.55  -0.360
C 2.15 5.15 1.06  -0.083
C 0.35 2.01 3.61  -0.099
C 0.57 1.45 4.87  -0.085
C -0.02 -1.87 -3.30  -0.108
C 0.66 0.07 5.00  -0.092
C 1.23 6.18 0.96  -0.091
C -1.04 -1.14 -3.89  0.070
C -3.85 1.66 -0.72  -0.075
C 3.78 -2.71 0.51  -0.542
C 0.79 -2.69 -4.08  0.003
C 0.36 3.53 0.87  -0.372
C 0.24 1.18 2.50  -0.458
C -0.55 4.58 0.75  -0.082
C -1.90 1.83 0.69  -0.413
C 0.36 -0.22 2.61  -0.344
C 0.60 -2.77 -5.45  -0.045
C -1.21 -1.24 -5.25  -0.127
C 1.87 -4.87 0.74  -0.364
C -2.72 1.99 1.80  -0.098
C 0.20 -1.78 -1.82  -0.607
C -1.89 -3.68 1.33  -0.703
C 4.20 -1.28 0.80  -0.542
C 0.55 -0.75 3.89  -0.148
C -0.11 5.90 0.80  -0.083
C -2.47 1.67 -0.57  -0.119
C -0.41 -2.04 -6.05  0.008
H 2.72 -5.55 0.72  0.029
H 2.30 0.68 -1.96  0.029
H 1.58 -3.25 -3.59  0.122
H -2.29 2.12 2.79  0.105
H -2.51 -0.83 2.06  0.097
H -3.70 -2.78 1.56  0.137
H -0.59 -2.08 -7.11  0.120
H 1.57 7.21 0.99  0.101
H 0.83 -0.36 5.98  0.101
H 0.66 2.10 5.73  0.101
H 1.23 -3.41 -6.05  0.110
H -4.74 2.10 2.52  0.104
H -5.75 1.79 0.29  0.103
H 4.06 0.46 -1.79  0.028
H 3.39 -2.81 -0.50  0.048
H -1.68 -0.51 -3.29  0.121
H 5.10 -1.01 0.24  0.070
H 3.21 5.36 1.19  0.103
H -2.66 -0.77 0.41  0.075
H 0.27 3.08 3.50  0.106
H 2.44 3.03 1.09  0.071
H 1.56 -4.58 -0.26  0.017
H 4.62 -3.39 0.65  0.072
H -1.60 4.37 0.63  0.099
H 0.64 -1.82 4.03  0.076
H -0.83 6.70 0.71  0.103
H -4.29 1.53 -1.70  0.107
H 4.43 -1.14 1.86  0.060
H -1.83 1.52 -1.43  0.097
H 1.02 -5.31 1.26  0.024
H 2.97 -0.96 -1.95  0.012